Record 1
Below is the ion C9H16N3O2 with charge +1 at a distorted geometry, with properties calculated with wB97M-V/def2-TZVPD.

The geometry in XYZ format:
```
30
Properties=species:S:1:pos:R:3:forces:R:3
C 1.879 0.544 0.258 1.78 2.39 1.15
C 2.319 -1.731 0.451 -2.54 0.07 2.89
C -1.657 1.055 -0.733 0.08 2.40 2.67
C 0.654 1.390 -1.541 -2.09 -1.11 -0.53
C -0.556 0.410 -1.386 4.36 -1.10 0.04
C 0.011 -0.775 -0.429 -0.57 1.53 -1.20
C -0.820 -0.473 0.816 0.71 -1.75 0.00
C -0.293 -2.111 -1.049 -0.53 -2.01 1.12
C -0.901 1.877 1.551 -1.43 0.13 0.93
N 1.429 -0.648 -0.108 0.38 -1.48 0.25
N -0.896 -1.349 1.681 -1.66 -0.55 2.26
N -1.576 0.801 0.764 -0.45 -0.93 0.43
O 2.762 0.823 1.039 -0.38 -0.58 -0.11
O 1.276 1.600 -0.318 -0.49 1.00 -0.35
H 3.083 -1.201 1.013 0.41 -0.22 -0.73
H 2.578 -2.329 -0.348 1.10 -1.32 -1.41
H -1.629 2.131 -0.829 -0.22 0.30 -0.25
H -2.566 0.709 -1.007 -2.95 -1.08 -1.05
H 1.298 1.025 -2.291 1.15 -0.59 -0.70
H 0.249 2.301 -1.913 -0.01 1.09 -0.03
H -0.893 0.035 -2.329 0.14 -0.33 -0.68
H -0.054 -2.242 -2.099 0.94 0.29 0.06
H -1.359 -2.223 -1.100 -0.90 0.04 0.23
H 0.015 -3.019 -0.419 -0.04 1.49 -0.94
H -1.253 2.858 1.353 -1.38 0.62 -0.30
H -0.964 1.665 2.587 -0.56 -0.33 1.00
H 0.103 2.051 1.400 2.35 -0.79 -1.08
H 1.852 -2.383 1.295 0.14 1.13 -1.66
H -1.583 -1.276 2.497 1.31 0.30 -1.25
H -2.507 0.485 1.194 1.35 1.40 -0.75
```
Forces are in eV/Å.

The SMILES is [H]/N=C1\[N@@H+](C)C[C@H]2COC(=O)N(C)[C@@]12C. The value obtained for the calculated total energy is -18149.293 eV. The calculation puts the energy relative to the best compared isomer or geometry (same formula, charge and spin) at 66.54 kcal per mole. Its net charge is +1. Its LUMO energy is -3.6 eV. The frontier orbital gap is 9.535 eV.

Atom charges from the Mulliken analysis, given in e for atoms 1 to 6: number 1, C, carries 0.74; number 2, C, carries -1.13; number 3, C, carries -0.93; number 4, C, carries -0.95; number 5, C, carries -0.21; number 6, C, carries 1.46



Record 2
Below is a cluster of 2 separate species, C9H16N4O2 in total at a distorted geometry, with properties calculated with wB97M-V/def2-TZVPD.

The geometry in XYZ format:
```
31
Properties=species:S:1:pos:R:3:forces:R:3
C 1.750 0.607 0.023 -0.34 0.66 0.25
C 3.864 0.203 0.833 -0.82 0.09 -0.48
C 2.900 -0.081 -0.067 1.77 -0.52 -0.57
C 2.783 -1.239 -0.922 0.02 -2.49 -0.36
C -2.282 -1.481 1.090 0.79 -0.21 1.22
C -1.174 -1.206 0.165 -1.57 0.75 -0.32
C 2.286 -1.290 -2.163 0.37 -2.41 -0.55
C -2.728 0.940 -0.255 -1.09 -0.39 -1.84
C -2.459 2.289 0.413 1.05 -1.01 1.39
N 0.678 0.935 0.209 -1.74 1.10 0.13
N -2.111 -0.270 0.336 2.86 0.48 -0.91
N -0.218 -1.722 -0.548 -0.11 -0.45 -0.06
N -1.043 2.810 0.347 -0.58 2.17 -1.90
O 4.844 -0.556 1.162 1.33 0.24 0.96
O -3.258 -2.216 0.553 -1.73 -2.12 1.10
H 3.777 1.162 1.315 0.53 0.07 0.57
H -1.947 -1.518 2.141 -1.17 0.07 -0.18
H 2.012 -0.425 -2.735 -0.03 0.50 -0.09
H 0.295 -2.594 -0.171 -1.24 1.92 -1.33
H 2.159 -2.307 -2.741 0.38 2.11 1.39
H -3.822 0.774 -0.209 0.47 0.09 0.31
H -2.581 0.951 -1.377 0.38 -0.08 1.22
H -2.417 2.052 1.518 -1.53 0.69 -0.98
H -3.132 3.086 -0.002 0.31 -0.94 0.95
H 3.002 -2.191 -0.368 0.06 0.59 -0.91
H 4.834 -1.471 0.870 -0.13 -0.21 -0.51
H -0.062 -1.302 -1.490 0.59 -0.83 1.23
H -1.055 3.542 1.087 0.80 -0.70 -0.47
H -0.889 3.364 -0.555 -0.09 -1.00 1.34
H -0.265 2.007 0.375 -0.54 0.62 0.25
H -3.740 -2.852 1.166 0.99 1.19 -0.84
```
Forces are in eV/Å.

The value obtained for the calculated total energy is -19627.633 eV. The calculation puts the energy relative to the best compared isomer or geometry (same formula, charge and spin) at 62.14 kcal per mole. Its net charge is +2. Its LUMO energy is -6.2 eV. The frontier orbital gap is 9.217 eV.

Atom charges from the Mulliken analysis, given in e for atoms 1 to 6: number 1, C, carries 0.15; number 2, C, carries -0.09; number 3, C, carries 0.31; number 4, C, carries -0.17; number 5, C, carries -0.01; number 6, C, carries -0.01



Record 3
Below is a cluster of 2 separate species, C9H16NO in total at a distorted geometry, with properties calculated with wB97M-V/def2-TZVPD.

The geometry in XYZ format:
```
27
Properties=species:S:1:pos:R:3:forces:R:3
C -1.382 -0.555 2.620 0.94 0.43 -0.31
C 1.033 1.680 0.740 1.68 -1.18 -0.48
C -0.036 1.285 1.495 -0.12 0.60 0.44
C 2.016 0.720 0.407 -0.32 0.35 -1.27
C -0.105 -0.032 1.982 -0.36 0.13 0.63
C 2.011 -0.549 0.925 0.96 -0.84 0.64
C 0.983 -0.862 1.809 0.37 -1.16 0.92
O 2.857 1.069 -0.623 0.30 0.22 0.12
H 1.267 2.641 0.324 -0.55 0.61 0.10
H -0.737 2.074 1.795 -0.15 -0.66 -0.17
H 3.618 0.476 -0.671 -0.09 0.09 0.14
H 2.850 -1.287 0.769 -0.92 1.02 0.07
H -2.075 -0.411 1.777 -0.54 -0.52 0.83
H -1.669 0.017 3.503 -0.23 0.07 -0.20
H 1.124 -1.746 2.493 -0.60 0.62 -1.18
H -1.239 -1.600 2.924 -0.37 0.25 -0.32
C -0.512 0.249 -1.895 -0.44 -0.67 0.88
C -2.055 0.309 -1.950 1.41 0.76 -0.83
N -0.171 -1.202 -2.304 -0.90 1.06 1.48
H 0.155 0.908 -2.463 -0.78 -0.09 -0.41
H -0.237 0.450 -0.862 0.38 -0.73 0.09
H -2.329 0.433 -3.009 -0.62 0.23 0.61
H -2.357 1.099 -1.263 -0.34 0.22 -0.59
H -0.550 -1.290 -3.255 1.33 -0.50 -0.10
H 0.764 -1.456 -1.980 0.40 0.00 -1.30
H -0.757 -1.814 -1.743 -0.31 -0.07 0.18
H -2.469 -0.606 -1.546 -0.11 -0.27 0.02
```
Forces are in eV/Å.

The value obtained for the calculated total energy is -13122.783 eV. The calculation puts the energy relative to the best compared isomer or geometry (same formula, charge and spin) at 24.76 kcal per mole. Its net charge is +1. Its LUMO energy is -3.5 eV. The frontier orbital gap is 8.161 eV.

Atom charges from the Mulliken analysis, given in e for atoms 1 to 6: number 1, C, carries -1.19; number 2, C, carries -0.60; number 3, C, carries -0.48; number 4, C, carries 0.78; number 5, C, carries 0.56; number 6, C, carries -0.69



Record 4
Below is the ion C9H16NO with charge +1 at a distorted geometry, with properties calculated with wB97M-V/def2-TZVPD.

The geometry in XYZ format:
```
27
Properties=species:S:1:pos:R:3:forces:R:3
C -0.432 0.456 1.720 2.19 1.40 2.30
C 0.314 1.657 1.298 -1.47 1.89 2.63
C -0.359 -0.652 1.058 -1.02 -0.58 -4.43
C 0.754 1.727 0.085 -1.15 -3.57 -2.13
C 0.207 -0.444 -0.361 1.47 2.89 2.42
C -1.216 -1.788 1.472 1.58 -1.26 -0.20
C 1.498 2.417 -0.981 0.60 0.20 4.32
C -2.008 0.385 -1.100 1.38 3.15 2.56
C 1.953 -1.873 0.273 1.24 -1.25 1.50
N -0.815 -0.386 -1.470 0.66 -0.81 0.66
O 1.310 -1.157 -0.729 -1.41 0.93 -2.08
H -0.650 0.294 2.761 -0.86 0.80 0.42
H 0.250 2.503 2.091 0.63 -1.18 -1.60
H -0.498 -2.565 1.834 -1.17 0.07 0.06
H -1.866 -2.215 0.697 0.25 0.13 0.07
H -1.805 -1.345 2.237 -0.75 -0.56 0.95
H 2.343 2.797 -0.387 0.30 0.21 -0.93
H 1.016 3.182 -1.463 -1.44 2.04 -0.84
H 1.772 1.738 -1.680 1.39 -2.10 -2.08
H -2.849 0.231 -1.687 -1.17 -0.34 -1.43
H -2.288 0.377 -0.023 0.35 -1.03 -0.81
H -1.587 1.444 -1.115 -1.09 -1.04 -0.53
H 1.225 -2.666 0.641 1.58 0.18 -0.73
H 2.089 -1.249 1.167 0.30 0.14 -0.22
H 3.023 -2.170 -0.110 -2.51 0.11 0.70
H -0.408 0.141 -2.222 0.61 0.08 -0.58
H -0.960 -1.318 -1.845 -0.46 -0.50 0.02
```
Forces are in eV/Å.

The value obtained for the calculated total energy is -13118.130 eV. The calculation puts the energy relative to the best compared isomer or geometry (same formula, charge and spin) at 132.05 kcal per mole. Its net charge is +1. Its LUMO energy is -3.1 eV. The frontier orbital gap is 9.002 eV.

Atom charges from the Mulliken analysis, given in e for atoms 1 to 6: number 1, C, carries -0.18; number 2, C, carries -0.43; number 3, C, carries 0.00; number 4, C, carries 0.23; number 5, C, carries 0.40; number 6, C, carries -1.66



Record 5
Below is a cluster of 2 separate species, C9H16NS2 in total at a distorted geometry, with properties calculated with wB97M-V/def2-TZVPD.

The geometry in XYZ format:
```
28
Properties=species:S:1:pos:R:3:forces:R:3
C 1.997 -0.598 1.074 0.17 0.23 -0.08
C 0.519 -0.382 1.015 -0.12 -0.10 0.05
N -0.106 0.735 0.930 -1.58 -0.20 0.37
C -1.596 0.542 1.008 -0.17 -0.95 0.07
C -1.780 -1.008 1.071 -0.05 -0.65 0.01
C -0.348 -1.609 1.103 -0.61 0.34 0.08
H 2.174 -1.678 1.059 0.14 0.32 0.00
H 2.496 -0.148 0.202 0.00 -0.06 0.41
H 2.397 -0.198 2.023 0.00 -0.06 -0.45
H -2.023 0.979 1.938 0.55 0.16 -0.74
H -2.120 0.930 0.116 0.52 0.23 0.51
H -2.327 -1.316 1.971 0.09 0.22 -0.28
H -2.340 -1.409 0.211 0.20 0.35 0.29
H -0.124 -2.316 0.289 -0.06 0.40 0.09
H -0.120 -2.173 2.025 -0.05 0.37 -0.22
C 1.070 5.779 0.741 -0.51 0.34 0.02
C 1.289 4.911 -0.499 0.06 -0.25 0.81
S 0.233 3.389 -0.495 0.35 -0.29 -1.61
C 0.835 2.745 0.976 0.55 -3.53 -0.28
S 0.329 3.606 2.349 0.05 0.07 2.09
C 1.406 5.088 2.065 0.05 -0.37 -0.95
H 1.722 6.665 0.651 -0.29 -0.18 0.02
H 0.001 6.102 0.770 0.88 -0.05 -0.04
H 1.006 5.398 -1.433 0.07 0.05 0.14
H 2.317 4.531 -0.570 -0.19 0.35 -0.11
H 1.441 1.770 1.042 0.12 2.91 -0.20
H 2.431 4.695 2.085 -0.17 0.36 0.10
H 1.220 5.702 2.945 0.02 -0.01 -0.11
```
Forces are in eV/Å.

The value obtained for the calculated total energy is -32744.088 eV. The calculation puts the energy relative to the best compared isomer or geometry (same formula, charge and spin) at 41.55 kcal per mole. Its net charge is +1. Its LUMO energy is -5.3 eV. The frontier orbital gap is 7.175 eV.

Atom charges from the Mulliken analysis, given in e for atoms 1 to 6: number 1, C, carries -1.56; number 2, C, carries 0.76; number 3, N, carries -0.14; number 4, C, carries -0.71; number 5, C, carries -0.59; number 6, C, carries -0.61



Record 6
Below is a structure of composition C9H16O at a distorted geometry, with properties calculated with wB97M-V/def2-TZVPD.

The geometry in XYZ format:
```
26
Properties=species:S:1:pos:R:3:forces:R:3
C 0.131 -0.114 0.502 3.43 -0.35 0.37
C 0.140 -0.019 -0.885 -4.74 0.36 -0.33
C -0.108 -1.398 1.233 0.36 -0.10 -0.12
C 0.181 1.121 1.348 0.07 -0.04 -0.02
C -2.453 1.476 -0.713 -0.16 0.06 -0.01
C 2.345 -0.417 -0.175 -0.13 0.03 1.45
C -1.875 0.102 -0.708 1.53 0.00 -1.40
C 3.310 0.495 -0.295 -0.11 -0.08 -0.14
C -2.535 -1.015 -0.964 -0.04 0.04 -0.16
O 2.594 -1.766 -0.169 0.05 0.02 -0.01
H 3.547 -1.943 -0.263 -0.18 0.11 -0.04
H 0.233 -0.891 -1.512 0.06 -0.08 0.13
H 0.322 0.943 -1.342 0.29 -0.04 0.05
H -0.945 -1.303 1.926 -0.07 0.04 -0.11
H -0.268 -2.234 0.557 -0.07 0.03 0.00
H 0.788 -1.621 1.815 -0.08 0.02 0.04
H 1.009 1.025 2.052 -0.09 -0.01 0.02
H 0.338 2.023 0.761 -0.03 -0.02 -0.05
H -0.738 1.221 1.930 -0.06 -0.02 -0.03
H -2.417 1.930 0.281 0.02 0.02 -0.03
H -1.904 2.138 -1.389 0.01 -0.04 0.06
H -3.501 1.470 -1.035 0.04 -0.03 0.05
H 4.366 0.228 -0.397 -0.08 -0.03 -0.13
H 3.077 1.551 -0.322 -0.03 0.03 0.13
H -2.054 -1.987 -0.977 0.07 0.03 -0.08
H -3.585 -1.013 -1.259 -0.07 0.03 0.36
```
Forces are in eV/Å.

The value obtained for the calculated total energy is -11633.632 eV. The calculation puts the energy relative to the best compared isomer or geometry (same formula, charge and spin) at 135.96 kcal per mole. Its LUMO energy (alpha / beta) is 0.5 / 0.5 eV. The frontier orbital gap (alpha / beta) is 7.300 / 7.302 eV.

Atom charges from the Mulliken analysis, given in e for atoms 1 to 6: number 1, C, carries 1.83; number 2, C, carries -1.06; number 3, C, carries -1.63; number 4, C, carries -1.74; number 5, C, carries -1.27; number 6, C, carries 0.50



Record 7
Below is an isolated molecule of C9H16O at a distorted geometry, with properties calculated with wB97M-V/def2-TZVPD.

The geometry in XYZ format:
```
26
Properties=species:S:1:pos:R:3:forces:R:3
C 0.555 1.259 -1.651 -0.46 -1.26 -3.33
C 0.778 -0.277 -1.462 -1.53 0.43 1.35
C 1.145 1.805 -0.447 1.08 3.54 2.15
C 0.377 -0.500 0.071 1.49 -0.80 -2.05
C 1.062 0.809 0.602 -2.55 -1.83 -0.27
C -1.154 -0.808 0.199 0.64 2.96 1.31
C 1.207 -1.744 0.445 0.39 -0.77 2.00
C -2.160 0.012 -0.637 0.79 -0.48 1.16
C -1.589 -0.725 1.691 -0.40 -1.80 -1.58
O 1.019 1.217 1.875 -0.03 0.00 0.48
H 1.131 1.611 -2.529 -0.36 -0.16 0.23
H -0.478 1.539 -1.875 0.11 -0.19 0.40
H 0.217 -1.009 -2.058 0.05 0.55 -0.26
H 1.829 -0.519 -1.516 0.30 0.15 -0.36
H 2.207 1.715 -0.641 0.82 1.16 -0.20
H 0.884 2.931 -0.088 0.52 -2.58 -0.96
H 2.287 -1.663 0.046 -1.75 -0.29 0.67
H 0.648 -2.654 0.063 0.96 0.84 0.33
H 1.289 -1.877 1.615 -0.13 0.11 -2.06
H -1.973 0.001 -1.733 -0.67 -0.38 0.75
H -2.001 1.077 -0.300 -0.61 -0.81 -0.26
H -3.115 -0.407 -0.209 0.40 0.89 -1.34
H -2.198 -1.604 1.985 0.31 0.37 -0.08
H -2.155 0.147 1.958 -0.31 0.69 -0.13
H -0.695 -0.734 2.247 0.86 -0.23 1.16
H 0.883 0.398 2.349 0.07 -0.10 0.88
```
Forces are in eV/Å.

The value obtained for the calculated total energy is -11635.204 eV. The calculation puts the energy relative to the best compared isomer or geometry (same formula, charge and spin) at 99.73 kcal per mole. Its LUMO energy (alpha / beta) is 0.8 / 0.2 eV. The frontier orbital gap (alpha / beta) is 8.767 / 6.791 eV.

Atom charges from the Mulliken analysis, given in e for atoms 1 to 6: number 1, C, carries -0.77; number 2, C, carries -1.39; number 3, C, carries -0.21; number 4, C, carries 1.93; number 5, C, carries -0.42; number 6, C, carries 0.20



Record 8
Below is an isolated molecule of C9H16O4S at a distorted geometry, with properties calculated with wB97M-V/def2-TZVPD.

The geometry in XYZ format:
```
30
Properties=species:S:1:pos:R:3:forces:R:3
C 1.728 -0.827 1.089 -0.73 1.23 -0.73
C 2.047 -0.293 2.206 0.37 0.06 0.70
C 1.461 -1.574 -0.094 -0.27 -0.57 -0.29
C -0.354 -0.125 -1.208 -0.03 -0.44 0.19
C -0.010 -1.489 -0.569 0.10 -0.37 -0.24
C -0.117 1.053 -0.345 0.54 -0.55 0.74
C -2.480 2.014 0.961 0.90 -0.46 -0.15
C -0.270 -2.614 -1.577 -0.08 0.37 -0.11
C 0.675 2.252 -0.763 0.40 0.14 -0.09
O -0.070 2.038 2.040 -0.08 0.26 -0.33
O -1.196 -0.136 1.757 -0.24 0.24 -0.36
O 0.082 -3.853 -0.992 -0.04 -0.22 0.15
O 0.118 3.464 -0.312 -0.23 0.43 0.05
S -0.880 1.163 1.203 -0.86 0.05 0.81
H 1.663 0.674 2.516 -0.07 0.10 0.00
H 2.691 -0.785 2.928 0.20 -0.19 0.10
H 2.140 -1.279 -0.900 0.02 -0.05 0.02
H 1.609 -2.640 0.122 0.19 -0.01 -0.12
H 0.215 -0.006 -2.137 -0.06 0.04 0.01
H -1.417 -0.189 -1.474 -0.05 0.05 -0.16
H -0.642 -1.634 0.311 0.07 -0.08 -0.23
H -3.154 1.316 0.482 -0.13 -0.13 -0.12
H -2.856 2.293 1.937 0.04 -0.02 0.24
H -2.305 2.884 0.341 0.02 0.17 -0.07
H 0.333 -2.443 -2.483 -0.06 0.05 0.04
H -1.328 -2.613 -1.868 0.08 0.07 0.02
H 0.704 2.314 -1.857 -0.01 -0.12 0.13
H 1.720 2.184 -0.408 -0.19 -0.15 -0.12
H -0.215 -4.566 -1.564 0.01 0.02 0.01
H 0.107 3.418 0.657 0.17 0.12 -0.08
```
Forces are in eV/Å.

The value obtained for the calculated total energy is -28612.577 eV. The calculation puts the energy relative to the best compared isomer or geometry (same formula, charge and spin) at 82.84 kcal per mole. Its LUMO energy (alpha / beta) is -0.9 / 0.6 eV. The frontier orbital gap (alpha / beta) is 6.187 / 9.061 eV.

Atom charges from the Mulliken analysis, given in e for atoms 1 to 6: number 1, C, carries 0.14; number 2, C, carries -0.81; number 3, C, carries -0.54; number 4, C, carries -1.21; number 5, C, carries 0.58; number 6, C, carries 0.52